# C3H11NO2

A molecular structure, C3H11NO2 in a non-equilibrium geometry (ωB97M-V with the def2-TZVPD basis set, OMol25).

Last column: Löwdin charge in e.
Atoms and positions in Å:
C (0.528, 1.119, 0.162)  -0.215
O (0.908, 0.983, 1.551)  -0.074
C (0.010, -0.075, -0.671)  -0.037
C (-0.287, -1.250, 0.308)  0.009
N (-2.248, 0.590, -1.595)  0.112
H (-0.305, 1.884, 0.155)  0.166
H (1.275, 1.725, -0.407)  0.155
H (1.575, 0.193, 1.730)  0.029
H (0.606, -0.133, -1.623)  0.168
H (0.573, -1.246, 0.945)  0.048
H (-0.615, -2.180, -0.122)  0.101
H (-1.032, -0.999, 1.017)  0.109
H (-2.643, -0.164, -2.138)  0.045
H (-1.088, 0.342, -1.048)  0.053
H (-2.928, 1.353, -1.791)  0.089
H (3.311, -1.117, 1.847)  0.104
O (2.359, -1.025, 1.680)  0.138

Its charge is +1. The LUMO energy (spin up / spin down) comes out at -8.32 / -8.34 eV. The spin multiplicity is 2. The expectation value of S² is 0.7531. For the highest occupied orbital energy (spin up / spin down), the calculation gives -14.6 / -14.6 eV.

=====

# C3H11NO2S

3 unconnected molecules or ions with the total composition C3H11NO2S in a non-equilibrium geometry (ωB97M-V with the def2-TZVPD basis set, OMol25).

Last column: Löwdin charge in e.
Atoms and positions in Å:
C (-0.659, -1.316, 0.823)  -0.293
O (-2.022, -1.281, 1.256)  -0.114
C (-0.125, 0.115, 1.065)  -0.481
C (-0.587, 1.108, 0.092)  -0.599
S (0.110, 1.133, -1.546)  0.824
N (-0.683, 0.429, 2.416)  0.062
H (-0.560, -1.536, -0.289)  0.117
H (0.066, -2.103, 1.246)  0.159
H (-1.523, -0.251, 2.378)  0.061
H (0.978, -0.010, 1.138)  0.145
H (-1.676, 0.721, -0.033)  0.149
H (-0.665, 2.147, 0.422)  0.077
H (5.813, 1.626, -5.085)  0.000
H (-0.092, 0.257, 3.252)  0.097
H (6.046, 2.029, -4.531)  0.000
H (1.257, -0.690, -1.407)  -0.119
H (2.016, -1.979, -1.845)  0.022
O (1.969, -1.316, -1.170)  -0.109

Its charge is 0. The LUMO energy comes out at -4.60 eV. For the highest occupied orbital energy, the calculation gives -9.0 eV.

=====

# C3H11NO3

3 unconnected molecules or ions with the total composition C3H11NO3 in a non-equilibrium geometry (ωB97M-V with the def2-TZVPD basis set, OMol25).

Last column: Löwdin charge in e.
Atoms and positions in Å:
C (1.437, -1.230, -0.992)  -0.183
N (0.472, -0.390, -1.706)  -0.138
C (0.315, 0.972, -1.198)  -0.227
C (1.607, 1.692, -0.865)  -0.295
O (1.971, 2.759, -1.293)  0.032
H (1.405, -2.227, -1.429)  0.066
H (2.439, -0.856, -1.253)  0.059
H (1.378, -1.293, 0.089)  0.065
H (0.203, -0.701, -2.607)  0.082
H (-0.224, 0.882, -0.242)  0.098
H (-0.285, 1.497, -1.938)  0.113
H (2.165, 1.125, -0.100)  0.103
H (-0.311, 1.510, 3.813)  -0.072
H (-1.862, 1.631, 3.655)  -0.063
O (-1.022, 1.476, 3.175)  -0.408
H (-3.568, -2.898, 0.578)  -0.021
H (-3.246, -1.561, 1.342)  -0.006
O (-2.874, -2.386, 0.972)  -0.206

Its charge is -1. The LUMO energy (spin up / spin down) comes out at 3.48 / 3.34 eV. The spin multiplicity is 2. The expectation value of S² is 0.7503. For the highest occupied orbital energy (spin up / spin down), the calculation gives 1.0 / -5.6 eV.

=====

# C3H11NO3

3 unconnected molecules or ions with the total composition C3H11NO3 (ωB97M-V with the def2-TZVPD basis set, OMol25).

Last column: Löwdin charge in e.
Atoms and positions in Å:
C (0.915, 1.747, -0.154)  -0.352
N (0.303, 1.297, -1.266)  -0.206
C (-0.536, 2.183, -2.045)  -0.041
C (0.216, -0.108, -1.570)  -0.066
O (0.964, 2.905, 0.202)  0.014
H (1.426, 0.940, 0.393)  0.126
H (-0.629, 3.114, -1.505)  0.082
H (-0.126, 2.353, -3.034)  0.089
H (-1.536, 1.757, -2.126)  0.090
H (1.014, -0.682, -1.086)  0.086
H (-0.754, -0.505, -1.269)  0.090
H (0.349, -0.235, -2.654)  0.093
H (-2.459, -3.546, 1.984)  0.045
H (-1.578, -3.045, 3.116)  0.024
O (-2.387, -2.822, 2.638)  -0.075
H (2.048, -1.515, 2.214)  0.029
H (1.383, -1.754, 3.535)  0.037
O (1.386, -2.082, 2.628)  -0.064

The structure (SMILES) is CN(C)C=O.O.O. Its charge is 0. The LUMO energy comes out at 0.46 eV. For the highest occupied orbital energy, the calculation gives -9.4 eV.

=====

# C3H11NO3

2 unconnected molecules or ions with the total composition C3H11NO3 in a non-equilibrium geometry (ωB97M-V with the def2-TZVPD basis set, OMol25).

Last column: Löwdin charge in e.
Atoms and positions in Å:
C (0.511, 0.004, 0.759)  -0.149
C (-0.164, 1.118, 1.549)  -0.263
O (-0.879, 0.572, 2.659)  -0.079
N (-0.614, -0.592, -0.032)  -0.078
C (-0.638, -1.685, -0.948)  -0.311
O (-1.458, -1.431, -2.104)  -0.071
H (0.771, -0.770, 1.489)  0.120
H (1.210, 0.241, -0.050)  0.096
H (0.566, 1.805, 1.989)  0.114
H (-0.846, 1.722, 0.931)  0.117
H (-0.941, 1.272, 3.320)  0.086
H (-1.432, -0.689, 0.560)  0.106
H (-0.971, -2.634, -0.522)  0.114
H (0.397, -1.837, -1.256)  0.112
H (-1.753, -0.534, -1.904)  0.067
H (2.116, 0.655, -2.738)  0.034
H (1.729, 1.723, -1.778)  0.029
O (2.398, 1.061, -1.925)  -0.043

The structure (SMILES) is OCCNCO.O. Its charge is 0. The LUMO energy comes out at 0.66 eV. For the highest occupied orbital energy, the calculation gives -9.0 eV.

=====

# C3H11NO3

3 unconnected molecules or ions with the total composition C3H11NO3 in a non-equilibrium geometry (ωB97M-V with the def2-TZVPD basis set, OMol25).

Last column: Löwdin charge in e.
Atoms and positions in Å:
C (0.035, -1.677, 0.083)  -0.325
N (-0.391, -0.481, -0.460)  0.015
C (-1.800, -0.279, -0.234)  -0.251
C (-2.069, 1.059, 0.638)  -0.080
O (1.173, -1.963, 0.355)  0.015
H (-0.796, -2.423, 0.177)  0.139
H (0.128, 0.373, -0.618)  0.065
H (-2.145, -1.139, 0.365)  0.094
H (-2.354, -0.234, -1.181)  0.104
H (-3.161, 1.141, 0.853)  0.063
H (-1.693, 2.046, 0.204)  0.081
H (-1.593, 0.859, 1.627)  0.069
H (2.550, -0.896, 0.063)  -0.011
H (3.421, -0.135, 1.104)  0.054
O (3.304, -0.304, 0.168)  -0.064
H (2.383, 0.762, -0.964)  0.046
H (1.517, 2.124, -1.029)  0.064
O (1.490, 1.165, -1.153)  -0.079

The structure (SMILES) is CCNC=O.O.O. Its charge is 0. The LUMO energy comes out at 0.77 eV. For the highest occupied orbital energy, the calculation gives -9.6 eV.

=====

# C3H11NO3

3 unconnected molecules or ions with the total composition C3H11NO3 in a non-equilibrium geometry (ωB97M-V with the def2-TZVPD basis set, OMol25).

Last column: Löwdin charge in e.
Atoms and positions in Å:
C (-1.410, -1.548, 0.112)  -0.041
C (-0.514, -0.446, 0.302)  -0.525
N (0.855, -0.277, 0.091)  -0.001
C (1.730, -1.411, -0.350)  -0.101
O (-1.047, 0.610, 0.752)  -0.069
H (-2.313, -1.101, 0.462)  0.059
H (-1.591, -1.966, -1.005)  0.137
H (-1.394, -2.459, 0.865)  0.127
H (1.274, 0.674, 0.276)  0.119
H (2.646, -1.250, 0.342)  0.098
H (2.094, -1.387, -1.434)  0.077
H (1.369, -2.482, -0.283)  0.083
H (-1.799, 2.245, -1.276)  -0.044
H (-0.447, 1.656, -1.495)  0.064
O (-0.972, 2.334, -1.031)  0.013
H (0.575, 2.685, 0.596)  -0.042
H (0.073, 1.958, 1.817)  0.086
O (0.870, 2.165, 1.259)  -0.041

The structure (SMILES) is CNC(C)=O.O.O. Its charge is 0. The LUMO energy comes out at 0.69 eV. For the highest occupied orbital energy, the calculation gives -9.0 eV.

=====

# C3H11NO3

3 unconnected molecules or ions with the total composition C3H11NO3 in a non-equilibrium geometry (ωB97M-V with the def2-TZVPD basis set, OMol25).

Last column: Löwdin charge in e.
Atoms and positions in Å:
C (-0.075, 2.059, 1.390)  0.009
C (-0.661, 1.126, 0.338)  -0.546
N (-0.396, -0.178, 0.473)  0.018
C (0.113, -0.921, 1.620)  -0.067
O (-1.125, 1.570, -0.704)  0.002
H (0.293, 2.985, 0.968)  0.080
H (-0.931, 2.478, 1.947)  0.092
H (0.673, 1.627, 2.047)  0.064
H (-0.620, -0.724, -0.347)  0.126
H (-0.550, -0.770, 2.472)  0.086
H (1.101, -0.525, 1.861)  0.086
H (0.011, -1.954, 1.300)  0.059
H (1.236, -3.891, -0.542)  0.053
H (0.810, -2.535, -1.079)  0.027
O (0.854, -3.045, -0.278)  -0.048
H (0.122, 0.925, -1.986)  -0.002
H (0.781, 0.469, -3.263)  0.025
O (0.735, 0.261, -2.337)  -0.063

The structure (SMILES) is CNC(C)=O.O.O. Its charge is 0. The LUMO energy comes out at 0.69 eV. For the highest occupied orbital energy, the calculation gives -9.5 eV.

=====

Across the entries above, energy relative to the best compared isomer or geometry (same formula, charge and spin) takes the values 180.5, 165.2, 45.3, 27.3, 53.7, 23.5, 66.1, 17.1 kcal per mole, respectively.